Record 1
Molecular formula: C13H14Cl2CoNO5SSe2
Method: DFT, ωB97M-V/def2-TZVPD

Structure (XYZ):
```
39
Properties=species:S:1:pos:R:3:mulliken_charge:R:1
Co -0.656 -0.041 -0.107 0.290
C -0.656 0.442 -3.314 -0.921
Se 0.569 -0.491 -2.136 0.235
C 0.053 -2.317 -2.621 -0.872
C -1.141 -2.787 -1.814 -0.690
Se -0.738 -2.552 0.075 0.159
C -2.339 -3.362 0.797 -1.038
H -0.323 0.295 -4.338 0.403
H -0.603 1.487 -3.025 0.290
H -1.662 0.071 -3.143 0.286
H 0.925 -2.946 -2.452 0.394
H -0.162 -2.305 -3.689 0.472
H -1.345 -3.844 -1.985 0.521
H -2.034 -2.195 -2.013 0.320
H -2.252 -4.436 0.651 0.381
H -3.206 -2.929 0.310 0.360
H -2.379 -3.112 1.853 0.353
Cl 0.484 4.577 -1.175 -0.220
C 1.201 3.522 -0.013 0.327
C 2.244 3.993 0.801 -0.592
C 2.836 3.186 1.731 0.605
Cl 4.114 3.809 2.729 -0.262
C 2.416 1.846 1.888 -0.324
C 2.932 0.922 2.821 -0.610
C 2.417 -0.342 2.872 -1.039
C 1.393 -0.713 1.986 0.091
N 0.901 0.117 1.096 0.425
C 1.381 1.394 1.049 0.466
C 0.735 2.226 0.097 0.363
O -0.230 1.716 -0.618 -0.536
H 2.571 5.017 0.686 0.460
H 3.723 1.230 3.492 0.436
H 2.782 -1.068 3.584 0.422
H 0.984 -1.714 2.013 0.290
O -3.916 1.442 0.297 -0.646
S -3.100 0.279 0.413 1.256
O -2.351 -0.027 -0.923 -0.644
O -3.752 -0.921 0.880 -0.710
O -1.816 0.530 1.243 -0.500
```

Summary:
**HOMO-LUMO gap**: 0.2722 Ha
**F_max**: 0.5 eV/A
**Total charge**: 0

Record 2
Molecular formula: C14H14F6N3O4RbS3Se2
Method: DFT, ωB97M-V/def2-TZVPD

Structure (XYZ):
```
47
Properties=species:S:1:pos:R:3:mulliken_charge:R:1
Rb 0.078 -0.364 0.306 1.090
F 2.110 -0.987 4.376 -0.222
C 1.580 -1.842 3.506 0.732
F 2.224 -1.707 2.342 -0.190
F 1.749 -3.076 3.954 -0.222
S -0.196 -1.449 3.299 0.967
O -0.216 -0.087 2.793 -0.746
O -0.799 -1.737 4.561 -0.580
N -0.499 -2.492 2.118 -0.580
S -1.897 -2.498 1.367 1.155
O -1.704 -2.392 -0.068 -0.670
O -2.897 -1.659 1.971 -0.634
C -2.471 -4.220 1.624 0.454
F -2.643 -4.442 2.920 -0.209
F -1.607 -5.104 1.144 -0.209
F -3.635 -4.377 0.996 -0.208
Se 3.555 -0.688 -2.459 -0.033
Se 2.437 1.088 -3.488 -0.039
C 0.705 0.290 -3.756 0.120
C 0.210 0.331 -5.054 -0.497
C -1.051 -0.189 -5.300 -0.311
C -1.756 -0.750 -4.250 -0.876
C -1.172 -0.740 -2.993 -0.113
N 0.027 -0.217 -2.736 0.159
C 3.865 0.053 -0.700 0.296
C 5.116 -0.202 -0.147 -0.622
C 5.382 0.265 1.128 -0.325
C 4.404 0.985 1.798 -0.625
C 3.197 1.187 1.152 -0.281
N 2.916 0.725 -0.068 -0.042
H 0.804 0.742 -5.858 0.372
H -1.464 -0.171 -6.301 0.400
H -2.734 -1.188 -4.387 0.414
H -1.705 -1.160 -2.146 0.450
H 5.872 -0.737 -0.705 0.379
H 6.345 0.081 1.586 0.400
H 4.561 1.377 2.792 0.437
H 2.400 1.734 1.645 0.399
C -2.405 3.860 -0.126 -0.993
S -1.968 2.155 -0.442 0.017
C -3.428 1.340 0.217 -0.761
H -3.300 4.148 -0.675 0.291
H -1.582 4.490 -0.461 0.312
H -2.560 4.038 0.938 0.290
H -3.571 1.580 1.270 0.330
H -3.293 0.259 0.152 0.132
H -4.320 1.605 -0.350 0.390
```

Summary:
**HOMO-LUMO gap**: 0.3041 Ha
**F_max**: 2.1 eV/A
**ΔE to the lowest compared entry with this formula, charge and spin**: 0.0000 eV
**Total charge**: 0

> Which of these has the lowest F_max?

C13H14Cl2CoNO5SSe2

> What is the formula in the first record?

C13H14Cl2CoNO5SSe2

Repeat the first record exactly.
Molecular formula: C13H14Cl2CoNO5SSe2
Method: DFT, ωB97M-V/def2-TZVPD

Structure (XYZ):
```
39
Properties=species:S:1:pos:R:3:mulliken_charge:R:1
Co -0.656 -0.041 -0.107 0.290
C -0.656 0.442 -3.314 -0.921
Se 0.569 -0.491 -2.136 0.235
C 0.053 -2.317 -2.621 -0.872
C -1.141 -2.787 -1.814 -0.690
Se -0.738 -2.552 0.075 0.159
C -2.339 -3.362 0.797 -1.038
H -0.323 0.295 -4.338 0.403
H -0.603 1.487 -3.025 0.290
H -1.662 0.071 -3.143 0.286
H 0.925 -2.946 -2.452 0.394
H -0.162 -2.305 -3.689 0.472
H -1.345 -3.844 -1.985 0.521
H -2.034 -2.195 -2.013 0.320
H -2.252 -4.436 0.651 0.381
H -3.206 -2.929 0.310 0.360
H -2.379 -3.112 1.853 0.353
Cl 0.484 4.577 -1.175 -0.220
C 1.201 3.522 -0.013 0.327
C 2.244 3.993 0.801 -0.592
C 2.836 3.186 1.731 0.605
Cl 4.114 3.809 2.729 -0.262
C 2.416 1.846 1.888 -0.324
C 2.932 0.922 2.821 -0.610
C 2.417 -0.342 2.872 -1.039
C 1.393 -0.713 1.986 0.091
N 0.901 0.117 1.096 0.425
C 1.381 1.394 1.049 0.466
C 0.735 2.226 0.097 0.363
O -0.230 1.716 -0.618 -0.536
H 2.571 5.017 0.686 0.460
H 3.723 1.230 3.492 0.436
H 2.782 -1.068 3.584 0.422
H 0.984 -1.714 2.013 0.290
O -3.916 1.442 0.297 -0.646
S -3.100 0.279 0.413 1.256
O -2.351 -0.027 -0.923 -0.644
O -3.752 -0.921 0.880 -0.710
O -1.816 0.530 1.243 -0.500
```

Summary:
**HOMO-LUMO gap**: 0.2722 Ha
**F_max**: 0.5 eV/A
**Total charge**: 0

> What is the HOMO-LUMO gap in the second record?

0.3041 Ha